# 1
One molecule with the formula C17H24N2O5S, computed with ωB97M-V with the def2-TZVPD basis set.

The SMILES is Cc1ccc(S(=O)(=O)N2CCOCC2)cc1C(=O)NC[C@@H]1CCCO1. As for the electronic energy: -42070.940 eV. Its LUMO energy is 0.5 eV. The molar mass comes out at 368.5 g mol⁻¹. The energy above the lowest of the compared OMol25 structures with the same formula, charge and spin is 178.6 kJ/mol. The value obtained for the HOMO-LUMO gap is 9.9 eV.

The geometry in XYZ format:
```
49
Properties=species:S:1:pos:R:3:nbo_charge:R:1
C -0.21600 -4.17173 -1.02129 -0.67
C -0.93839 -2.95770 -0.53226 0.13
C -2.29409 -2.78555 -0.79396 -0.24
C -2.96158 -1.64476 -0.38378 -0.17
C -2.27597 -0.68522 0.33436 -0.36
S -3.11135 0.82690 0.80383 2.33
O -2.80688 1.15273 2.16431 -0.94
O -4.47959 0.71675 0.39423 -0.94
N -2.44597 2.04633 -0.13049 -0.67
C -1.30030 2.77297 0.36255 -0.26
C -0.06551 2.50173 -0.51571 -0.09
O -0.15292 1.23102 -1.12955 -0.55
C -1.20749 1.16449 -2.07261 -0.08
C -2.48858 1.86096 -1.55505 -0.27
C -0.93938 -0.84097 0.63526 -0.14
C -0.25767 -1.96047 0.17547 -0.17
C 1.21942 -2.05654 0.42778 0.67
O 1.76388 -2.99828 0.96456 -0.62
N 1.87804 -0.96974 -0.03453 -0.63
C 3.30545 -0.81447 0.10124 -0.26
C 3.67713 0.56113 0.68613 0.09
C 3.64444 1.66661 -0.37755 -0.43
C 5.04746 1.57879 -0.98822 -0.44
C 5.88001 0.89591 0.11403 -0.08
O 4.99906 0.57521 1.17646 -0.52
H 0.43387 -3.91078 -1.85681 0.22
H -0.91677 -4.93375 -1.35126 0.21
H 0.41393 -4.57393 -0.23169 0.26
H -2.82879 -3.55071 -1.33725 0.22
H -4.00670 -1.48590 -0.59733 0.25
H -1.52735 3.84633 0.36813 0.20
H -1.14981 2.44882 1.39244 0.24
H 0.84472 2.48778 0.08520 0.20
H 0.03233 3.27448 -1.29137 0.17
H -1.37128 0.09883 -2.24399 0.20
H -0.88297 1.63205 -3.01461 0.17
H -2.60316 2.84373 -2.02593 0.20
H -3.37548 1.26658 -1.77139 0.24
H -0.43820 -0.09559 1.23176 0.23
H 1.35081 -0.23321 -0.48294 0.42
H 3.79629 -0.95103 -0.86931 0.18
H 3.64958 -1.59937 0.77994 0.25
H 3.02342 0.76705 1.54004 0.19
H 3.50257 2.63487 0.10338 0.21
H 2.85653 1.51453 -1.11217 0.21
H 5.04140 0.97359 -1.89406 0.21
H 5.44238 2.56068 -1.23911 0.22
H 6.65113 1.55218 0.52520 0.19
H 6.36341 -0.01549 -0.25916 0.17
```

=====

# 2
A 2-piece molecular cluster, C17H24N4O2S overall, computed with ωB97M-V with the def2-TZVPD basis set.

The SMILES is C(#C[C@@H]1CCCN1)c1cccnc1.CNC(=O)[C@H](CS)NC(C)=O. As for the electronic energy: -38907.983 eV. Its LUMO energy is 0.5 eV. The molar mass comes out at 348.5 g mol⁻¹. The energy above the lowest of the compared OMol25 structures with the same formula, charge and spin is 345.7 kJ/mol. The value obtained for the HOMO-LUMO gap is 9.4 eV.

The geometry in XYZ format:
```
48
Properties=species:S:1:pos:R:3:nbo_charge:R:1
C 0.84096 -2.60611 -0.70319 -0.05
C 1.19787 -1.86759 -1.59789 0.05
C 1.61198 -1.05087 -2.74772 -0.14
C 0.41409 -0.46019 -3.47994 -0.41
C -0.05761 -1.56531 -4.42727 -0.43
C 1.10633 -2.54864 -4.52668 -0.23
N 2.19875 -1.91180 -3.77860 -0.61
C 0.41470 -3.55718 0.27478 -0.15
C 0.37542 -3.23401 1.63051 -0.16
C -0.04713 -4.21693 2.52584 -0.25
C -0.41028 -5.48003 2.04765 0.03
N -0.37002 -5.79147 0.74287 -0.40
C 0.03624 -4.84762 -0.12638 0.07
H 2.30588 -0.27304 -2.40990 0.24
H 0.73504 0.41150 -4.05825 0.20
H -0.37954 -0.14479 -2.79566 0.22
H -0.31487 -1.15407 -5.40797 0.21
H -0.93908 -2.07072 -4.02038 0.21
H 1.38930 -2.73668 -5.56753 0.20
H 0.83428 -3.50411 -4.06414 0.19
H 2.77994 -1.35852 -4.40679 0.36
H 0.67132 -2.24770 1.97766 0.22
H -0.09464 -4.01513 3.59049 0.22
H -0.73409 -6.23654 2.75566 0.20
H 0.07047 -5.09886 -1.18251 0.20
C 0.80072 5.76967 1.40242 -0.41
N 0.01617 4.53955 1.49296 -0.61
C 0.49174 3.31812 1.20999 0.65
O 1.64429 3.14529 0.82867 -0.64
C -0.46089 2.10680 1.32379 -0.13
C -0.51088 1.35158 -0.01448 -0.53
S -1.68838 -0.03279 0.02922 -0.03
N -1.83068 2.46881 1.71811 -0.63
C -2.27367 2.73491 2.94539 0.67
C -1.34367 2.59259 4.13479 -0.72
O -3.42166 3.10708 3.11612 -0.62
H 1.74002 5.64846 1.94590 0.22
H 1.03031 5.98653 0.35695 0.21
H 0.24520 6.60501 1.83142 0.21
H -0.95169 4.61164 1.77116 0.41
H -0.03831 1.43419 2.07012 0.23
H 0.48530 0.98026 -0.26472 0.26
H -0.81766 2.04554 -0.79862 0.22
H -0.82931 -0.99916 0.38254 0.14
H -2.53355 2.47991 0.99446 0.41
H -0.45363 3.20118 3.99688 0.22
H -1.06837 1.54665 4.25177 0.23
H -1.86671 2.92460 5.03049 0.25
```

=====

# 3
C17H24N5O6P2Tc as an isolated structure, computed with ωB97M-V with the def2-TZVPD basis set.

The spin multiplicity is 4. Its expectation value of S² is 3.82. As for the total charge: +3. As for the electronic energy: -58497.249 eV. Its LUMO energy (alpha / beta) is -11.2 / -14.0 eV. The molar mass comes out at 554.4 g mol⁻¹. The energy above the lowest of the compared OMol25 structures with the same formula, charge and spin is 55.1 kJ/mol. The value obtained for the HOMO-LUMO gap (alpha / beta) is 6.5 / 3.6 eV.

The geometry in XYZ format:
```
55
Properties=species:S:1:pos:R:3:lowdin_spin:R:1
Tc 0.58829 -0.39483 0.46529 1.79
C 2.02901 -1.33081 3.71388 0.00
P 0.48746 -1.25774 2.79210 -0.01
C -0.64726 -0.18298 3.69352 0.01
C -0.26062 -2.91731 2.70244 0.00
C -1.41215 -2.92593 1.69493 -0.01
P -0.92436 -2.23671 0.08248 -0.02
C -2.37216 -1.63804 -0.79028 0.00
C -0.10022 -3.47966 -0.91378 0.01
H 1.79400 -1.67573 4.72459 0.00
H 2.47659 -0.33797 3.78064 0.00
H 2.73916 -2.01630 3.25598 0.00
H -0.20741 0.80944 3.80586 0.00
H -0.81185 -0.60706 4.68712 0.00
H -1.60295 -0.08159 3.17962 0.00
H -0.61704 -3.19104 3.69954 0.00
H 0.51439 -3.64081 2.43773 0.00
H -2.26671 -2.34535 2.05239 0.00
H -1.77558 -3.94163 1.50741 0.00
H -3.06679 -2.47962 -0.87941 0.00
H -2.09864 -1.30294 -1.79209 0.00
H -2.85368 -0.83227 -0.23752 0.00
H -0.86419 -4.21384 -1.19106 0.00
H 0.68995 -3.98108 -0.35755 0.00
H 0.31009 -3.03854 -1.82289 0.00
O -0.89593 0.91242 0.60022 0.07
C -0.67101 1.41081 -0.60445 0.02
O 0.28572 0.78167 -1.20363 0.01
C -1.40205 2.50510 -1.13875 0.00
C -1.09536 2.97948 -2.42655 0.00
C -1.81138 4.04790 -2.90840 0.00
C -2.81768 4.66582 -2.17901 0.01
C -3.09320 4.16758 -0.91213 0.00
C -2.41323 3.10536 -0.36677 0.00
N -4.16565 4.79282 -0.10006 0.00
O -4.77993 5.68793 -0.62661 0.00
O -4.34908 4.33282 1.00255 0.00
N -1.48833 4.55797 -4.26808 0.00
O -2.14321 5.48754 -4.65991 0.00
O -0.61078 3.97042 -4.85787 0.00
H -0.32352 2.54102 -3.04515 0.00
H -3.36626 5.50661 -2.58838 0.00
H -2.66679 2.77067 0.62920 0.00
N 5.18363 -0.06050 -2.21344 0.39
C 4.43832 -0.79495 -1.38847 0.06
C 3.14373 -0.39818 -0.98557 0.24
N 2.44577 -1.16412 -0.13560 0.02
C 2.96739 -2.31816 0.31983 0.25
C 4.22299 -2.68434 -0.11242 0.01
N 4.94452 -1.95143 -0.93997 0.11
H 4.88152 0.81768 -2.59062 0.01
H 6.09557 -0.39990 -2.47063 0.01
H 2.68527 0.50656 -1.35727 0.01
H 2.39327 -2.92110 1.00524 0.01
H 4.65833 -3.61515 0.23179 0.00
```

=====

# 4
C17H25BN3O3PtS as an isolated structure, computed with ωB97M-V with the def2-TZVPD basis set.

As for the total charge: +3. As for the electronic energy: -43375.930 eV. Its LUMO energy (alpha / beta) is -14.7 / -14.7 eV. The molar mass comes out at 557.4 g mol⁻¹. The energy above the lowest of the compared OMol25 structures with the same formula, charge and spin is 429.1 kJ/mol. The value obtained for the HOMO-LUMO gap (alpha / beta) is 3.6 / 3.6 eV.

The geometry in XYZ format:
```
51
Properties=species:S:1:pos:R:3:nbo_charge:R:1
Pt -0.07490 0.24160 0.24410 1.18
C -1.04790 0.86300 4.64200 -0.72
C -0.34190 1.14660 3.35480 0.73
O -0.23860 0.24090 2.51050 -0.67
N 0.18310 2.36120 3.19150 -0.53
C 1.12360 2.72080 2.14240 -0.26
C 0.50830 3.35200 0.91280 0.20
C 0.51730 4.73160 0.73440 -0.19
C 0.04450 5.26590 -0.45380 -0.06
C -0.41400 4.41240 -1.44590 -0.19
C -0.40050 3.04860 -1.19740 0.04
N 0.05310 2.55140 -0.05070 -0.34
H -1.15360 -0.21290 4.76800 0.28
H -2.04720 1.29630 4.63710 0.28
H -0.50050 1.27490 5.49000 0.27
H 0.05120 3.02660 3.94250 0.45
H 1.65690 1.81370 1.82180 0.23
H 1.84270 3.42650 2.56410 0.28
H 0.91460 5.36930 1.50830 0.27
H 0.07330 6.33350 -0.61500 0.28
H -0.75580 4.78580 -2.39730 0.29
H -0.73410 2.34050 -1.94740 0.25
S 4.12790 -1.73890 -0.10610 0.71
C 4.06170 -0.27910 -0.99460 -0.39
C 2.82560 0.29220 -0.90450 -0.06
N 1.95020 -0.42000 -0.13740 -0.56
C 2.49400 -1.51240 0.35230 -0.15
H 4.91330 0.08730 -1.54080 0.30
H 2.51930 1.21550 -1.37140 0.24
H 1.96660 -2.21690 0.97430 0.27
C -5.07500 0.25240 -1.88970 -0.65
C -4.23380 -0.47720 -0.87020 0.27
C -4.67720 -1.96950 -0.83350 -0.63
O -2.86860 -0.40970 -1.22360 -0.69
B -2.08600 -0.22670 -0.13150 1.04
O -2.85590 -0.04480 0.98470 -0.64
C -4.22320 0.06010 0.63800 0.26
C -5.07550 -0.62630 1.67980 -0.64
C -4.55900 1.57980 0.62190 -0.61
H -5.07630 -0.28700 -2.84000 0.26
H -4.65450 1.23350 -2.10670 0.22
H -6.11000 0.33400 -1.56640 0.25
H -4.56450 -2.38760 -1.83200 0.25
H -5.72040 -2.03200 -0.53700 0.25
H -4.04910 -2.52510 -0.14050 0.21
H -4.73560 -1.64570 1.86210 0.24
H -6.12690 -0.61960 1.40400 0.26
H -4.98870 -0.10260 2.63420 0.24
H -3.92700 2.09170 -0.10240 0.20
H -4.35470 1.97130 1.61840 0.23
H -5.60700 1.74250 0.38660 0.26
```

=====

The lowest molar mass belongs to which entry? C17H24N4O2S

=====

Repeat the first record exactly.
One molecule with the formula C17H24N2O5S, computed with ωB97M-V with the def2-TZVPD basis set.

The SMILES is Cc1ccc(S(=O)(=O)N2CCOCC2)cc1C(=O)NC[C@@H]1CCCO1. As for the electronic energy: -42070.940 eV. Its LUMO energy is 0.5 eV. The molar mass comes out at 368.5 g mol⁻¹. The energy above the lowest of the compared OMol25 structures with the same formula, charge and spin is 178.6 kJ/mol. The value obtained for the HOMO-LUMO gap is 9.9 eV.

The geometry in XYZ format:
```
49
Properties=species:S:1:pos:R:3:nbo_charge:R:1
C -0.21600 -4.17173 -1.02129 -0.67
C -0.93839 -2.95770 -0.53226 0.13
C -2.29409 -2.78555 -0.79396 -0.24
C -2.96158 -1.64476 -0.38378 -0.17
C -2.27597 -0.68522 0.33436 -0.36
S -3.11135 0.82690 0.80383 2.33
O -2.80688 1.15273 2.16431 -0.94
O -4.47959 0.71675 0.39423 -0.94
N -2.44597 2.04633 -0.13049 -0.67
C -1.30030 2.77297 0.36255 -0.26
C -0.06551 2.50173 -0.51571 -0.09
O -0.15292 1.23102 -1.12955 -0.55
C -1.20749 1.16449 -2.07261 -0.08
C -2.48858 1.86096 -1.55505 -0.27
C -0.93938 -0.84097 0.63526 -0.14
C -0.25767 -1.96047 0.17547 -0.17
C 1.21942 -2.05654 0.42778 0.67
O 1.76388 -2.99828 0.96456 -0.62
N 1.87804 -0.96974 -0.03453 -0.63
C 3.30545 -0.81447 0.10124 -0.26
C 3.67713 0.56113 0.68613 0.09
C 3.64444 1.66661 -0.37755 -0.43
C 5.04746 1.57879 -0.98822 -0.44
C 5.88001 0.89591 0.11403 -0.08
O 4.99906 0.57521 1.17646 -0.52
H 0.43387 -3.91078 -1.85681 0.22
H -0.91677 -4.93375 -1.35126 0.21
H 0.41393 -4.57393 -0.23169 0.26
H -2.82879 -3.55071 -1.33725 0.22
H -4.00670 -1.48590 -0.59733 0.25
H -1.52735 3.84633 0.36813 0.20
H -1.14981 2.44882 1.39244 0.24
H 0.84472 2.48778 0.08520 0.20
H 0.03233 3.27448 -1.29137 0.17
H -1.37128 0.09883 -2.24399 0.20
H -0.88297 1.63205 -3.01461 0.17
H -2.60316 2.84373 -2.02593 0.20
H -3.37548 1.26658 -1.77139 0.24
H -0.43820 -0.09559 1.23176 0.23
H 1.35081 -0.23321 -0.48294 0.42
H 3.79629 -0.95103 -0.86931 0.18
H 3.64958 -1.59937 0.77994 0.25
H 3.02342 0.76705 1.54004 0.19
H 3.50257 2.63487 0.10338 0.21
H 2.85653 1.51453 -1.11217 0.21
H 5.04140 0.97359 -1.89406 0.21
H 5.44238 2.56068 -1.23911 0.22
H 6.65113 1.55218 0.52520 0.19
H 6.36341 -0.01549 -0.25916 0.17
```